Here is a 22-piece molecular cluster, C90H220N8O22 overall at a distorted geometry from the OMol25 dataset. Energies are from ωB97M-V/def2-TZVPD.

Element x y z (Å)
C: -2.86584 2.94046 -1.88586
C: -1.46391 2.60409 -1.32523
O: -0.87025 3.81227 -0.92115
H: -3.28745 1.98321 -2.22620
H: -2.71518 3.59707 -2.76399
H: -3.45313 3.25059 -1.02554
H: -0.84199 2.13702 -2.09392
H: -1.45629 1.80791 -0.63592
H: -0.68070 3.82305 0.03699
C: -7.56516 -6.09768 2.26241
C: -6.03009 -6.10884 2.43663
O: -5.44461 -6.83542 1.35567
H: -7.90010 -5.79410 1.25628
H: -7.91997 -5.34633 2.97946
H: -8.08256 -7.10093 2.39535
H: -5.77670 -6.59066 3.42732
H: -5.57910 -5.13238 2.48473
H: -4.53008 -6.57533 1.23804
C: 2.80855 -3.78167 -1.41361
C: 2.71486 -3.46757 -2.91031
O: 3.99908 -3.18265 -3.45602
H: 1.79923 -3.86812 -1.05249
H: 3.39948 -3.09941 -0.91521
H: 3.28151 -4.72988 -1.20691
H: 2.05261 -2.64018 -2.94165
H: 2.18048 -4.24521 -3.44073
H: 3.99376 -3.41756 -4.41411
C: -6.09145 0.97428 -1.63456
C: -6.36110 2.44576 -1.44241
O: -7.61953 2.57554 -0.75515
H: -5.15895 0.81659 -2.14745
H: -6.83798 0.40558 -2.16022
H: -5.98871 0.52213 -0.62319
H: -6.51383 2.89876 -2.42667
H: -5.50116 2.94607 -0.92131
H: -7.46657 2.05557 0.04723
C: -4.47656 -3.18633 4.95015
C: -3.20455 -2.50521 4.45169
O: -3.28581 -1.98208 3.07207
H: -4.66315 -3.96635 4.20829
H: -5.35031 -2.46625 5.00347
H: -4.43826 -3.63268 5.93569
H: -2.37684 -3.19302 4.55798
H: -2.90081 -1.79576 5.18022
H: -2.46225 -2.27821 2.63472
C: 2.47684 2.81096 -1.12176
C: 2.01769 3.57764 -2.33252
O: 1.50501 4.81452 -1.96845
H: 2.80424 1.81632 -1.47172
H: 1.67044 2.73641 -0.42436
H: 3.26405 3.40190 -0.66001
H: 1.27325 3.02946 -2.89929
H: 2.90910 3.80639 -3.02252
H: 0.62466 4.74266 -1.54029
C: 4.31724 0.80733 2.30660
C: 3.20985 0.32470 1.35736
O: 3.71836 -0.11779 0.04165
H: 4.81784 1.68405 1.84458
H: 5.07674 0.02187 2.44469
H: 3.99960 1.17018 3.29554
H: 2.43582 1.13896 1.33083
H: 2.71200 -0.46592 1.82537
H: 4.21183 -0.94895 0.22054
C: 6.71547 2.37414 -3.14431
C: 5.71647 1.57156 -2.34021
O: 5.87806 1.64129 -0.92850
H: 6.62865 3.48553 -2.87099
H: 6.57210 2.13622 -4.22385
H: 7.65240 1.99095 -2.75242
H: 5.67941 0.55412 -2.68336
H: 4.71154 1.98592 -2.50535
H: 5.18818 1.14213 -0.45919
C: 3.30182 -5.30841 -7.60042
C: 2.57909 -4.92705 -6.33821
O: 2.90791 -3.61372 -5.90483
H: 2.81067 -6.17606 -8.01919
H: 4.32468 -5.59742 -7.33899
H: 3.35974 -4.45692 -8.28876
H: 2.96459 -5.58569 -5.52625
H: 1.49344 -4.95665 -6.44032
H: 2.80708 -3.04834 -6.69263
C: 0.91000 -1.66088 5.19724
C: 1.73625 -2.63445 4.39011
O: 2.05464 -2.06617 3.11887
H: 0.43959 -0.95410 4.47735
H: 1.53934 -1.10122 5.88352
H: 0.05754 -2.05458 5.77162
H: 1.20110 -3.51714 4.14918
H: 2.62520 -2.91609 5.06140
H: 2.95514 -2.47631 2.90450
C: -5.53680 -3.00086 -1.44823
C: -4.86838 -2.14961 -0.40090
O: -3.88882 -2.83058 0.43046
H: -4.82035 -3.44407 -2.15087
H: -6.23541 -2.43340 -2.07780
H: -6.05673 -3.86341 -0.98828
H: -5.53454 -1.65377 0.36326
H: -4.37463 -1.35410 -0.90908
H: -4.03870 -2.59947 1.35119
C: -2.32084 1.75718 6.98268
C: -1.33468 0.83920 6.34466
O: -1.61953 0.79567 4.97282
H: -1.92791 2.76954 6.87510
H: -2.45464 1.59211 8.03814
H: -3.35509 1.66341 6.55069
H: -1.51306 -0.17784 6.62571
H: -0.32594 1.17478 6.51790
H: -0.99346 1.44920 4.59663
C: 6.86989 -2.46680 3.77985
C: 5.71552 -3.45585 3.78847
O: 4.65314 -3.27110 2.90400
H: 6.59653 -1.52649 4.28628
H: 7.25599 -2.24122 2.79708
H: 7.73097 -2.98043 4.29238
H: 5.29187 -3.44105 4.76669
H: 6.17888 -4.42066 3.59003
H: 4.94584 -3.07067 1.99591
C: 6.49981 -2.19205 -1.71802
C: 6.36608 -2.91576 -0.36370
O: 5.68151 -2.03458 0.58025
H: 6.29797 -2.84172 -2.52410
H: 7.44887 -1.66713 -1.79023
H: 5.72983 -1.43303 -1.73396
H: 7.30499 -3.25293 0.06733
H: 5.62312 -3.74818 -0.41733
H: 6.15082 -1.23269 0.74196
C: -0.70197 0.41334 1.89282
C: -0.89988 -0.72855 0.93907
C: 0.17510 -0.80783 -0.11858
O: 0.17374 0.21431 -1.10474
C: 0.99576 -0.16292 -2.20256
N: -0.81587 -1.90422 1.78118
H: 0.35124 0.71853 2.06176
H: -1.22774 0.18401 2.85014
H: -1.09600 1.35812 1.41730
H: -1.91314 -0.65303 0.55248
H: 0.06075 -1.83920 -0.60886
H: 1.15800 -0.81558 0.37201
H: 1.93468 -0.58634 -1.77568
H: 1.08343 0.70341 -2.84403
H: 0.51440 -0.96046 -2.75481
H: -0.82035 -2.76872 1.31290
H: 0.02692 -1.81558 2.36739
C: -0.41243 4.07666 -7.67573
C: -1.48742 4.36339 -6.60465
C: -2.81451 3.81290 -7.02695
O: -3.22869 4.54780 -8.11238
C: -3.93839 5.67673 -7.73697
N: -1.12407 3.74129 -5.33878
H: 0.20918 3.21317 -7.51168
H: 0.29489 4.92277 -7.52334
H: -0.82999 4.12627 -8.64907
H: -1.68628 5.41371 -6.52859
H: -3.55059 3.97954 -6.20338
H: -2.63570 2.76889 -7.25130
H: -4.20427 6.24043 -8.70034
H: -3.38553 6.36235 -7.14514
H: -4.87730 5.47680 -7.21808
H: -0.22305 4.07695 -4.99799
H: -1.82861 3.81053 -4.59718
C: 3.08060 6.71610 2.70694
C: 1.71351 7.20930 3.20704
C: 0.72273 7.39289 2.03615
C: 0.14889 6.11474 1.42124
C: -0.40120 5.19547 2.47148
C: 0.53422 4.97632 3.65738
N: 1.09716 6.26656 4.20519
O: 2.00307 5.83863 5.23408
C: -0.37877 4.43200 4.80758
C: 1.69568 3.92774 3.35965
C: 1.90437 8.51897 3.99059
H: 3.69561 7.61163 2.35818
H: 3.03460 6.09463 1.83843
H: 3.73390 6.18494 3.40142
H: -0.07628 8.04828 2.50975
H: 1.27296 7.99594 1.35749
H: 1.07018 5.68908 0.95105
H: -0.55591 6.27292 0.63067
H: -0.58596 4.17612 2.05837
H: -1.44226 5.54166 2.72111
H: -1.07210 3.68125 4.29586
H: 0.18107 3.93003 5.65372
H: -0.94968 5.34131 5.10144
H: 1.19733 2.97416 3.27758
H: 2.30604 4.21514 2.51570
H: 2.24342 3.96727 4.29701
H: 2.43417 9.18667 3.31326
H: 2.58749 8.34527 4.85562
H: 0.93900 8.94869 4.29948
H: 1.84118 6.42910 6.00499
C: -0.82399 -2.99995 -6.08818
C: -2.33081 -2.84215 -5.72420
C: -2.58108 -3.27143 -4.24040
C: -1.84634 -2.38991 -3.27247
C: -2.27268 -0.92707 -3.55529
C: -2.18112 -0.42626 -4.93864
N: -2.82221 -1.42278 -5.79821
O: -2.62521 -0.97408 -7.17837
C: -3.17744 0.81714 -5.07615
C: -0.82870 -0.01282 -5.39856
C: -3.20551 -3.71610 -6.54211
H: -0.74837 -3.99679 -6.55722
H: -0.17984 -2.94455 -5.21510
H: -0.48270 -2.19752 -6.73964
H: -3.59880 -3.29148 -4.06250
H: -2.24393 -4.31639 -4.16986
H: -0.76641 -2.43789 -3.40585
H: -2.04185 -2.58419 -2.22160
H: -1.71183 -0.32784 -2.78735
H: -3.26107 -0.76096 -3.11679
H: -2.93841 1.48670 -4.28208
H: -3.00345 1.44616 -5.93644
H: -4.27031 0.49280 -5.02072
H: -0.06870 -0.71178 -5.07036
H: -0.83335 0.22070 -6.46450
H: -0.52147 0.80225 -4.75729
H: -4.23274 -3.45878 -6.36210
H: -3.11000 -4.74145 -6.28053
H: -2.91081 -3.59069 -7.62043
H: -3.53039 -0.95412 -7.55476
C: -7.15246 4.12470 4.41894
C: -6.31245 4.31037 3.10981
C: -5.01969 5.10042 3.38144
C: -3.92126 4.32255 4.10313
C: -3.61667 3.02404 3.37973
C: -4.88885 2.17719 3.13208
N: -5.87999 3.05687 2.45783
O: -6.95644 2.31112 2.10256
C: -4.46557 1.13458 2.05811
C: -5.40791 1.47044 4.41357
C: -7.20912 5.06264 2.15358
H: -7.73264 4.94107 4.74485
H: -6.41101 3.92773 5.18873
H: -7.79363 3.19679 4.21723
H: -4.69048 5.46018 2.42800
H: -5.31182 6.06277 3.90748
H: -4.20613 4.06894 5.10736
H: -2.96850 4.85114 4.14838
H: -3.01999 2.38785 3.97616
H: -3.27227 3.23096 2.33837
H: -4.15090 1.71198 1.19303
H: -3.71403 0.39417 2.40459
H: -5.28082 0.51393 1.77158
H: -5.46064 2.17091 5.27535
H: -6.45217 1.13085 4.30332
H: -4.77201 0.58771 4.59345
H: -8.13055 4.45424 2.04583
H: -6.81803 5.15961 1.14447
H: -7.53588 6.05454 2.53823
H: -7.31906 1.92510 2.90678
C: 3.36463 -0.46349 -4.96836
C: 3.31846 0.42777 -6.21927
C: 4.65777 1.15406 -6.42084
C: 4.81147 1.85941 -7.77894
C: 4.73341 0.79958 -8.83727
C: 3.31562 0.09955 -8.80068
N: 3.13894 -0.44364 -7.41041
O: 1.98715 -1.22825 -7.33394
C: 2.13236 0.98804 -9.16031
C: 3.36758 -1.10488 -9.83908
C: 2.19917 1.55176 -5.99593
H: 4.18144 -1.11688 -5.07608
H: 2.50012 -1.07647 -4.89344
H: 3.48415 0.01947 -4.01665
H: 4.79815 1.86113 -5.56090
H: 5.52342 0.46544 -6.35278
H: 5.78131 2.32294 -7.90960
H: 4.04412 2.58432 -7.85735
H: 5.47875 0.02158 -8.82732
H: 4.77206 1.24249 -9.83211
H: 1.98341 1.69082 -8.42239
H: 2.32605 1.54104 -10.06711
H: 1.16531 0.50484 -9.27655
H: 3.22816 -0.69409 -10.88480
H: 4.33703 -1.70039 -9.71966
H: 2.52921 -1.80367 -9.57824
H: 2.07162 1.79572 -4.95101
H: 1.18340 1.24661 -6.41317
H: 2.44114 2.44256 -6.50898
H: 1.20441 -0.62783 -7.45742
C: 5.92778 1.57122 6.06303
C: 5.24648 2.26223 7.17943
C: 3.96955 3.02030 6.66583
C: 2.77265 2.02880 6.46912
C: 2.50480 1.21177 7.69570
C: 3.72860 0.44413 8.09766
N: 4.85404 1.42960 8.38790
O: 6.00578 0.66773 8.82898
C: 3.39316 -0.10816 9.41437
C: 4.16891 -0.70047 7.16808
C: 6.16499 3.32617 7.69770
H: 6.18700 2.28875 5.34745
H: 5.30507 0.80734 5.62132
H: 6.90705 1.15967 6.28372
H: 3.68753 3.79757 7.34453
H: 4.15297 3.51376 5.68209
H: 3.14203 1.36580 5.68173
H: 1.87531 2.52822 6.11444
H: 1.64208 0.56475 7.58315
H: 2.22196 1.80585 8.60113
H: 2.61423 -0.86905 9.36414
H: 4.20284 -0.61817 9.92323
H: 3.13084 0.69161 10.04127
H: 3.56466 -1.65795 7.27142
H: 3.98673 -0.34984 6.13224
H: 5.19591 -0.92362 7.37063
H: 7.19474 2.99285 7.80262
H: 5.78570 3.76174 8.62993
H: 6.17871 4.14386 6.95749
H: 5.96491 0.94461 9.75869
C: -0.93709 -6.88410 -0.92025
C: -2.27974 -6.83584 -0.30334
C: -2.70908 -8.30242 -0.08966
C: -1.98211 -9.00651 1.05810
C: -2.12501 -8.18196 2.38170
C: -1.61937 -6.76851 2.26762
N: -2.32438 -6.17081 1.06157
O: -1.99354 -4.78117 0.94406
C: -2.04334 -5.95095 3.44616
C: -0.10853 -6.74704 2.13836
C: -3.12798 -6.10667 -1.30721
H: -0.16708 -7.53467 -0.40506
H: -0.49232 -5.87989 -1.12254
H: -1.08387 -7.26874 -1.94556
H: -3.79129 -8.25539 0.00374
H: -2.53116 -8.77693 -1.11028
H: -0.98218 -9.34337 0.88558
H: -2.37019 -10.00490 1.30459
H: -1.57578 -8.68667 3.18022
H: -3.17620 -8.10972 2.67849
H: -3.12347 -5.65698 3.44260
H: -1.97448 -6.47067 4.38089
H: -1.46407 -5.00698 3.57347
H: 0.23343 -5.78017 1.82878
H: 0.52232 -6.94175 3.05900
H: 0.23009 -7.53189 1.47946
H: -2.64974 -5.39487 -1.96833
H: -4.05561 -5.66869 -0.89501
H: -3.51146 -6.90380 -2.00664
H: -2.81975 -4.28414 0.77628

Atoms 1-3, force components in eV/Å:
C 1.4 -1.6 0.2
C -0.7 0.3 -2.2
O 0.6 0.6 1.4

Properties
**Frontier orbital gap**: 8.9 eV
**Total charge**: 0
**Spin multiplicity**: 1
**HOMO**: -8.40 eV
**DFT total energy**: -153850.0909 eV